1.
Molecular formula: C15H14ClF3IMoNO
Method: DFT, ωB97M-V with the def2-TZVPD basis set

The LUMO energy (alpha / beta) is -9.41 / -9.41 eV. For the relative energy (zero: lowest compared OMol25 entry of this formula, charge and spin), the calculation gives 0.081 eV. The net charge is +2. Its HOMO energy (alpha / beta) is -15.1 / -15.1 eV.

Geometry as XYZ:
```
37
C15H14ClF3IMoNO | OMol25 | ωB97M-V with the def2-TZVPD basis set
Mo -0.67 -1.27 -1.14
Cl 5.02 -0.83 2.79
C 3.44 -1.05 2.19
C 2.47 -1.58 3.00
C 1.14 -1.79 2.55
I -0.29 -2.58 3.79
C 0.87 -1.43 1.26
O -0.35 -1.52 0.61
C 1.84 -0.89 0.40
N 1.40 -0.60 -0.85
C 2.27 -0.08 -1.72
C 3.60 0.16 -1.37
C 4.04 -0.13 -0.10
C 3.15 -0.68 0.84
H 2.72 -1.85 4.02
H 1.91 0.13 -2.72
H 4.27 0.58 -2.11
H 5.07 0.06 0.18
F -3.24 -2.42 -2.43
C -2.54 -2.45 -1.37
F -0.16 -1.62 -2.84
F -3.04 -3.25 -0.53
C -2.08 1.06 1.14
C -2.11 1.42 -0.35
C -1.15 2.60 -0.64
C -3.54 1.79 -0.81
C -1.61 0.34 -1.23
H -2.48 1.89 1.71
H -1.07 0.87 1.48
H -2.70 0.18 1.35
H -1.51 3.46 -0.07
H -1.14 2.88 -1.70
H -0.13 2.38 -0.31
H -3.88 2.63 -0.21
H -4.24 0.97 -0.66
H -3.55 2.09 -1.86
H -1.75 0.53 -2.31
```

2.
Molecular formula: C15H14ClN6O4Rh
Method: DFT, ωB97M-V with the def2-TZVPD basis set

The LUMO energy (alpha / beta) is -7.51 / -10.18 eV. For the relative energy (zero: lowest compared OMol25 entry of this formula, charge and spin), the calculation gives 0.000 eV. The net charge is +2. Its HOMO energy (alpha / beta) is -14.4 / -14.4 eV. Its spin multiplicity is 5.

Geometry as XYZ:
```
41
C15H14ClN6O4Rh | OMol25 | ωB97M-V with the def2-TZVPD basis set
Rh -0.19 -0.91 0.49
N 2.16 -0.23 3.92
C 3.10 -1.07 3.41
C 2.68 -1.40 2.16
N 1.50 -0.76 1.91
C 1.20 -0.06 2.99
C -0.05 0.66 3.06
N -0.92 0.56 2.06
C -2.02 1.28 2.42
C -1.82 1.83 3.66
N -0.57 1.43 4.05
H 2.18 0.17 4.85
H 3.98 -1.37 3.96
H 3.15 -2.06 1.45
H -2.90 1.35 1.81
H -2.46 2.45 4.26
H -0.14 1.68 4.92
N 1.35 -1.24 -1.49
C 1.12 -0.20 -2.36
C 2.10 0.22 -3.28
C 1.78 1.14 -4.26
C 0.50 1.69 -4.32
C -0.48 1.38 -3.35
C -1.76 1.97 -3.34
C -2.63 1.65 -2.33
C -2.21 0.79 -1.31
N -1.01 0.24 -1.30
C -0.16 0.46 -2.32
H 0.68 -2.02 -1.56
H 2.31 -1.57 -1.51
H 3.08 -0.25 -3.28
H 2.53 1.40 -5.00
H 0.25 2.38 -5.12
H -2.03 2.66 -4.12
H -3.63 2.08 -2.29
H -2.86 0.54 -0.49
O -2.99 -3.42 0.17
Cl -1.60 -3.44 0.33
O -1.02 -4.70 0.49
O -1.23 -2.56 1.48
O -0.97 -2.72 -0.81
```

3.
Molecular formula: C15H14ClO5V
Method: DFT, ωB97M-V with the def2-TZVPD basis set

The LUMO energy (alpha / beta) is 2.79 / 2.79 eV. The net charge is -1. Its HOMO energy (alpha / beta) is -3.4 / -2.7 eV. Its spin multiplicity is 2.

Geometry as XYZ:
```
36
C15H14ClO5V | OMol25 | ωB97M-V with the def2-TZVPD basis set
V -0.10 0.38 0.56
O -2.38 -3.04 -0.05
C -1.48 -2.21 -0.05
O -1.39 -1.19 0.68
C -0.39 -2.34 -1.19
C -0.57 -1.13 -2.12
C 0.18 -1.37 -3.45
C 1.64 -1.19 -3.00
C 1.45 -0.88 -1.51
O 0.24 -0.14 -1.49
C 1.08 -2.16 -0.76
C 1.34 -2.01 0.78
O 1.68 -3.00 1.40
O 1.28 -0.83 1.24
H -0.57 -3.29 -1.69
H -1.60 -0.79 -2.22
H -0.11 -0.61 -4.18
H -0.02 -2.35 -3.86
H 2.13 -0.37 -3.52
H 2.24 -2.09 -3.14
H 2.25 -0.29 -1.04
H 1.69 -3.02 -1.07
Cl -2.83 2.63 4.92
C -1.77 2.48 3.55
C -2.22 2.86 2.29
C -1.37 2.78 1.21
C -0.02 2.33 1.34
C 0.87 2.21 0.24
C 0.38 1.92 2.65
C -0.48 1.99 3.73
H -3.23 3.23 2.17
H -1.72 3.13 0.23
H 1.93 2.27 0.47
H 0.61 2.80 -0.65
H 1.41 1.60 2.80
H -0.15 1.68 4.71
```

4.
Molecular formula: C15H14F3O5P
Method: DFT, ωB97M-V with the def2-TZVPD basis set

The LUMO energy is -1.79 eV. For the relative energy (zero: lowest compared OMol25 entry of this formula, charge and spin), the calculation gives 1.105 eV. The net charge is 0. Its HOMO energy is -9.1 eV. As for the SMILES: O=C1C=CC(=O)C=C1.O=C1C=CC(=O)C=C1.OCCPC(F)(F)F.

Geometry as XYZ:
```
38
C15H14F3O5P | OMol25 | ωB97M-V with the def2-TZVPD basis set
O -1.18 -0.04 1.57
C -1.40 0.96 2.23
C -0.69 1.22 3.50
C -0.94 2.32 4.22
C -1.93 3.32 3.77
O -2.15 4.32 4.43
C -2.63 3.06 2.50
C -2.39 1.97 1.78
H 0.03 0.47 3.81
H -0.43 2.52 5.15
H -3.35 3.81 2.19
H -2.90 1.76 0.84
O 1.61 -2.07 -2.32
C 2.30 -2.51 -1.42
C 3.78 -2.55 -1.54
C 4.53 -3.03 -0.55
C 3.93 -3.54 0.71
O 4.62 -3.97 1.61
C 2.46 -3.49 0.82
C 1.70 -3.01 -0.17
H 4.20 -2.18 -2.46
H 5.61 -3.07 -0.62
H 2.03 -3.87 1.74
H 0.62 -2.98 -0.10
O 0.40 2.13 -1.94
C 0.55 0.73 -2.36
C -0.62 -0.07 -1.63
P -2.05 -0.31 -2.84
C -3.36 0.97 -2.27
F -2.85 2.27 -2.09
F -4.38 0.95 -3.25
F -3.88 0.53 -1.04
H -0.23 2.54 -2.56
H 1.59 0.43 -2.08
H 0.40 0.75 -3.50
H -0.32 -1.07 -1.21
H -0.99 0.55 -0.75
H -1.70 0.15 -4.16
```

5.
Molecular formula: C15H14F5IN3O5P
Method: DFT, ωB97M-V with the def2-TZVPD basis set

The LUMO energy is -1.68 eV. The net charge is 0. Its HOMO energy is -9.2 eV. As for the SMILES: O=C(F)NC(=O)c1c(F)cc2ncc(P(O)I)nc2c1CCOCC(F)(F)F.CO.

Geometry as XYZ:
```
44
C15H14F5IN3O5P | OMol25 | ωB97M-V with the def2-TZVPD basis set
O 0.99 -2.30 2.75
C 2.01 -2.44 2.14
F 3.18 -1.86 2.59
N 2.06 -3.25 0.92
C 1.53 -2.48 -0.22
O 2.27 -2.12 -1.08
C -0.01 -2.15 -0.19
C -0.92 -3.34 -0.44
F -0.43 -4.59 -0.67
C -2.34 -3.10 -0.45
C -2.97 -1.74 -0.23
N -4.35 -1.68 -0.30
C -4.75 -0.40 -0.07
C -3.87 0.78 0.17
P -4.71 2.45 0.43
O -3.90 3.57 -0.57
I -4.40 3.22 2.73
N -2.50 0.69 0.18
C -2.06 -0.61 0.00
C -0.55 -0.82 0.03
C 0.46 0.37 0.24
C 0.13 1.24 1.53
O 1.28 1.91 2.10
C 1.91 2.79 1.18
C 3.34 2.18 0.83
F 3.62 1.07 1.60
F 4.33 3.12 1.10
F 3.48 1.80 -0.49
H 1.37 -3.99 1.10
H -3.03 -3.97 -0.65
H -5.87 -0.21 -0.08
H -4.63 3.92 -1.13
H 0.48 1.07 -0.65
H 1.52 0.01 0.36
H -0.56 2.08 1.20
H -0.45 0.69 2.32
H 2.12 3.78 1.69
H 1.33 2.96 0.23
C 2.80 0.42 -3.41
O 1.41 0.15 -3.56
H 3.04 1.34 -3.94
H 3.04 0.54 -2.35
H 3.39 -0.40 -3.83
H 1.23 -0.67 -3.08
```

6.
Molecular formula: C15H14FN3O5S
Method: DFT, ωB97M-V with the def2-TZVPD basis set

The LUMO energy is 0.51 eV. The net charge is 0. Its HOMO energy is -8.3 eV. As for the SMILES: COC(=O)c1cc(S(=O)(=O)Nc2nn(C)c3cccc(F)c23)oc1C.

Geometry as XYZ:
```
39
C15H14FN3O5S | OMol25 | ωB97M-V with the def2-TZVPD basis set
C -4.04 -2.70 1.11
O -2.72 -2.41 0.69
C -2.60 -1.65 -0.41
O -3.55 -1.22 -1.03
C -1.20 -1.39 -0.73
C -0.05 -1.77 0.02
C 1.01 -1.22 -0.62
S 2.71 -0.99 -0.13
O 3.59 -1.25 -1.22
O 2.92 -1.69 1.09
N 2.78 0.70 0.13
C 1.61 1.44 0.06
N 1.45 2.38 -0.84
N 0.21 2.89 -0.69
C -0.24 3.97 -1.51
C -0.46 2.26 0.30
C -1.76 2.42 0.78
C -2.16 1.62 1.81
C -1.29 0.68 2.40
C -0.01 0.53 1.93
F 0.81 -0.36 2.51
C 0.43 1.30 0.85
O 0.61 -0.52 -1.70
C -0.73 -0.62 -1.78
C -1.44 0.06 -2.89
H -4.57 -1.77 1.35
H -3.95 -3.33 1.99
H -4.59 -3.21 0.32
H -0.02 -2.37 0.90
H 3.48 1.07 -0.49
H -1.17 3.71 -2.02
H -0.40 4.87 -0.91
H 0.54 4.17 -2.25
H -2.43 3.15 0.34
H -3.16 1.71 2.21
H -1.62 0.08 3.22
H -0.96 1.00 -3.12
H -2.48 0.21 -2.60
H -1.42 -0.56 -3.78
```

7.
Molecular formula: C15H14IrN3O3
Method: DFT, ωB97M-V with the def2-TZVPD basis set

The LUMO energy (alpha / beta) is -3.04 / -6.57 eV. For the relative energy (zero: lowest compared OMol25 entry of this formula, charge and spin), the calculation gives 0.204 eV. The net charge is +1. Its HOMO energy (alpha / beta) is -9.3 / -12.9 eV. Its spin multiplicity is 6.

Geometry as XYZ:
```
36
C15H14IrN3O3 | OMol25 | ωB97M-V with the def2-TZVPD basis set
Ir 0.00 0.25 0.20
N 1.97 -0.18 -0.47
C 1.97 -0.56 -1.92
C 0.58 -0.55 -2.54
O 0.38 -0.96 -3.65
N -0.39 -0.01 -1.71
C -1.80 0.01 -2.09
C -2.61 0.40 -0.86
O -3.80 0.41 -0.87
O -1.87 0.74 0.22
H 2.62 0.58 -0.30
H 2.29 -0.96 0.09
H 2.38 -1.56 -2.05
H 2.59 0.13 -2.49
H -2.13 -0.97 -2.44
H -1.99 0.72 -2.89
C -0.82 -4.23 0.27
C -0.58 -4.57 1.62
C -0.17 -3.61 2.49
C 0.02 -2.25 2.03
N -0.20 -1.96 0.66
C -0.61 -2.92 -0.14
C 0.39 -1.19 2.81
C 0.65 -1.27 4.25
C 1.03 -0.16 4.94
C 1.16 1.09 4.30
C 0.90 1.20 2.89
C 0.51 0.12 2.16
H -1.16 -4.97 -0.44
H -0.74 -5.59 1.96
H 0.02 -3.84 3.53
H -0.78 -2.64 -1.18
H 0.55 -2.21 4.77
H 1.24 -0.23 6.00
H 1.46 1.96 4.86
H 0.99 2.17 2.42
```

8.
Molecular formula: C15H14IrN5O13S3
Method: DFT, ωB97M-V with the def2-TZVPD basis set

The LUMO energy (alpha / beta) is -4.88 / -6.67 eV. For the relative energy (zero: lowest compared OMol25 entry of this formula, charge and spin), the calculation gives 0.357 eV. The net charge is +1. Its HOMO energy (alpha / beta) is -12.7 / -12.7 eV. Its spin multiplicity is 2.

Geometry as XYZ:
```
51
C15H14IrN5O13S3 | OMol25 | ωB97M-V with the def2-TZVPD basis set
Ir 0.39 0.67 0.13
O 2.14 0.06 -0.73
S 2.23 1.15 -1.78
O 3.50 1.74 -1.93
O 1.13 2.07 -1.27
C 1.73 0.46 -3.33
C 2.74 0.40 -4.28
C 2.51 -0.20 -5.51
C 1.28 -0.75 -5.79
C 0.25 -0.69 -4.85
C 0.47 -0.08 -3.62
S -0.95 0.04 -2.57
O -1.97 -0.82 -3.06
O -0.43 -0.53 -1.23
O -1.27 1.43 -2.40
H 3.71 0.81 -4.05
H 3.31 -0.24 -6.24
H 1.09 -1.23 -6.74
H -0.72 -1.10 -5.06
O 5.69 -3.14 3.88
N 5.47 -1.97 3.67
O 6.25 -1.05 3.85
C 4.14 -1.62 3.13
C 3.23 -2.64 2.88
C 2.00 -2.30 2.38
C 1.62 -0.98 2.06
O 0.44 -0.78 1.56
C 2.60 0.01 2.35
C 3.85 -0.31 2.89
N 2.35 1.41 2.19
O 3.02 2.21 2.77
O 1.38 1.84 1.47
N 1.05 -3.41 2.15
O 1.51 -4.41 1.66
O -0.09 -3.25 2.52
H 3.49 -3.67 3.07
H 4.58 0.46 3.10
C -1.30 4.00 -0.21
N -2.46 3.16 -0.48
C -2.61 1.90 -0.10
S -1.50 1.21 1.10
N -3.63 1.16 -0.49
C -3.84 -0.25 -0.15
H -1.60 5.04 -0.34
H -0.49 3.76 -0.91
H -0.97 3.87 0.81
H -3.08 3.48 -1.22
H -4.24 1.55 -1.19
H -3.66 -0.41 0.91
H -3.20 -0.89 -0.75
H -4.88 -0.48 -0.36
```

9.
Molecular formula: C15H14LaN2O4
Method: DFT, ωB97M-V with the def2-TZVPD basis set

The LUMO energy (alpha / beta) is 1.00 / 1.00 eV. The net charge is -1. Its HOMO energy (alpha / beta) is -2.9 / -2.9 eV.

Geometry as XYZ:
```
36
C15H14LaN2O4 | OMol25 | ωB97M-V with the def2-TZVPD basis set
C -1.97 1.11 -0.92
C -1.41 1.79 0.22
C -1.89 1.13 1.40
C -2.72 0.03 0.98
C -2.76 0.02 -0.44
La -0.14 -0.70 0.09
C 2.26 1.93 -1.25
C 1.94 2.01 -2.54
C 1.73 1.40 -3.69
N -0.56 -2.15 -1.33
H -1.72 1.45 2.43
H -0.78 2.68 0.18
H -3.28 -0.64 1.65
H -3.31 -0.70 -1.06
H -1.82 1.40 -1.97
H 2.55 2.80 -0.65
H -0.30 -2.78 -2.11
H 2.40 0.97 -0.73
H 1.94 1.84 -4.68
H 1.27 0.40 -3.75
O -0.12 -2.37 1.93
C 1.07 -2.05 2.32
O 1.73 -1.08 1.77
C 1.69 -2.87 3.43
C 3.02 -2.68 3.86
C 3.55 -3.49 4.87
C 2.74 -4.48 5.46
C 1.42 -4.67 5.04
C 0.91 -3.87 4.02
N 3.25 -5.29 6.51
O 4.43 -5.14 6.89
O 2.49 -6.14 7.03
H 3.64 -1.91 3.41
H 4.58 -3.38 5.20
H 0.80 -5.43 5.49
H -0.11 -4.02 3.67
```

10.
Molecular formula: C15H14N2NaS2
Method: DFT, ωB97M-V with the def2-TZVPD basis set

The LUMO energy is -2.77 eV. The net charge is +1. Its HOMO energy is -11.5 eV.

Geometry as XYZ:
```
34
C15H14N2NaS2 | OMol25 | ωB97M-V with the def2-TZVPD basis set
Na 2.84 -0.96 -1.13
S 5.83 -1.70 2.42
C 4.21 -1.79 2.96
C 3.37 -1.58 1.93
N 3.98 -1.34 0.71
C 5.29 -1.38 0.85
H 3.97 -2.00 3.99
H 2.29 -1.58 1.99
H 5.98 -1.23 0.04
N 0.75 -1.04 -1.42
S -0.31 -0.82 -0.22
C -1.96 -0.85 -0.90
C -2.23 -0.20 -2.10
C -3.51 -0.25 -2.60
C -4.51 -0.94 -1.92
C -4.22 -1.59 -0.72
C -2.93 -1.55 -0.21
C -0.16 0.92 0.18
C -0.69 1.33 1.40
C -0.61 2.67 1.74
C 0.00 3.57 0.87
C 0.53 3.14 -0.34
C 0.45 1.80 -0.69
H 0.29 -1.60 -2.13
H -1.44 0.34 -2.62
H -3.75 0.25 -3.53
H -5.51 -0.98 -2.32
H -4.99 -2.13 -0.19
H -2.69 -2.06 0.72
H -1.15 0.62 2.07
H -1.02 3.01 2.68
H 0.07 4.62 1.14
H 1.00 3.85 -1.01
H 0.83 1.44 -1.64
```

11.
Molecular formula: C15H14N4O3S
Method: DFT, ωB97M-V with the def2-TZVPD basis set

The LUMO energy is 0.43 eV. For the relative energy (zero: lowest compared OMol25 entry of this formula, charge and spin), the calculation gives 2.419 eV. The net charge is 0. Its HOMO energy is -8.7 eV. As for the SMILES: Cc1ccc(NC(=O)CSc2nnc(-c3cc(C)on3)o2)cc1.

Geometry as XYZ:
```
37
C15H14N4O3S | OMol25 | ωB97M-V with the def2-TZVPD basis set
C 2.58 0.43 2.71
C 1.56 -0.34 1.94
C 0.20 -0.23 2.21
C -0.75 -0.89 1.45
C -0.34 -1.69 0.39
N -1.27 -2.28 -0.49
C -2.36 -1.62 -0.96
O -2.92 -0.71 -0.40
C -2.89 -2.14 -2.29
S -1.61 -2.48 -3.56
C -0.44 -1.25 -3.20
N 0.79 -1.22 -3.59
N 1.37 -0.18 -2.96
C 0.47 0.37 -2.22
C 0.59 1.41 -1.23
C -0.46 1.83 -0.36
C 0.16 2.74 0.45
C -0.33 3.56 1.58
O 1.45 2.84 0.09
N 1.71 2.02 -0.94
O -0.74 -0.25 -2.34
C 1.02 -1.84 0.13
C 1.95 -1.17 0.89
H 2.95 1.26 2.10
H 3.43 -0.20 2.97
H 2.15 0.84 3.62
H -0.12 0.40 3.03
H -1.79 -0.77 1.67
H -0.88 -3.00 -1.08
H -3.41 -3.09 -2.16
H -3.59 -1.41 -2.69
H -1.47 1.49 -0.35
H -1.32 3.23 1.87
H 0.35 3.47 2.43
H -0.38 4.61 1.29
H 1.34 -2.47 -0.69
H 3.00 -1.28 0.66
```

12.
Molecular formula: C15H14N4O9Ti
Method: DFT, ωB97M-V with the def2-TZVPD basis set

The LUMO energy (alpha / beta) is -0.82 / -0.82 eV. The net charge is 0. Its HOMO energy (alpha / beta) is -6.2 / -9.1 eV. Its spin multiplicity is 3.

Geometry as XYZ:
```
43
C15H14N4O9Ti | OMol25 | ωB97M-V with the def2-TZVPD basis set
Ti -0.46 0.35 0.05
N -0.93 1.33 -1.98
C -1.31 0.18 -2.86
C -1.38 -1.08 -1.98
O -2.39 -1.77 -1.98
O -0.30 -1.27 -1.28
H -1.76 1.87 -1.77
H -0.27 1.94 -2.45
H -0.52 0.02 -3.59
H -2.25 0.35 -3.37
O 1.31 -0.56 1.06
C 1.50 0.13 2.30
C 1.42 1.60 2.01
C 2.15 2.52 2.73
C 1.96 3.88 2.48
C 1.03 4.26 1.52
C 0.35 3.27 0.83
N 0.53 1.96 1.06
H 1.14 -1.50 1.20
H 2.47 -0.13 2.74
H 0.70 -0.14 3.00
H 2.86 2.19 3.48
H 2.52 4.62 3.03
H 0.84 5.30 1.30
H -0.39 3.53 0.08
O -2.51 1.11 0.53
C -2.62 0.22 1.42
O -1.65 -0.51 1.73
C -3.94 0.03 2.11
C -5.02 0.82 1.75
C -6.23 0.63 2.40
C -6.39 -0.31 3.39
C -5.29 -1.08 3.72
C -4.07 -0.93 3.10
N -5.44 -2.09 4.79
O -4.45 -2.73 5.09
O -6.54 -2.23 5.28
N -7.38 1.47 2.02
O -8.43 1.27 2.60
O -7.20 2.32 1.17
H -4.92 1.57 0.98
H -7.34 -0.45 3.88
H -3.23 -1.55 3.38
```

no.,DFT total energy (eV),molecular weight (g mol⁻¹)
1,-49933.69252,539.57
2,-48419.82114,480.67
3,-64231.63525,360.67
4,-43457.01549,362.24
5,-61464.22435,569.16
6,-44041.59366,367.36
7,-29223.06952,476.51
8,-85179.05492,760.72
9,-27807.15427,425.19
10,-44843.60411,309.41
11,-38718.90449,330.37
12,-63283.05521,442.16